# 1
ClF3Si in the gas phase. Source: the Open Molecules 2025 dataset; level of theory: ωB97M-V/def2-TZVPD.

Last column: Löwdin charge in e.
Atoms and positions in Å:
F  -0.542420  -1.310255  -0.811532  -0.089
Si  -0.136430  -0.041847  0.070472  0.158
F  -0.887659  0.155224  1.442094  -0.063
F  -0.717426  1.136211  -0.798278  -0.077
Cl  2.283934  0.060665  0.097243  0.070

Atoms 1-3, force components in eV/Å:
F 0.5 0.4 1.3
Si 2.1 0.3 -1.4
F 0.8 -0.7 -0.2

Properties
HOMO energy in eV: -11.95
SMILES: F[Si](F)(F)Cl
Calculated total energy in eV: -28558.34465
Charge: 0

=====

# 2
C5H11N3O in the gas phase. Source: the Open Molecules 2025 dataset; level of theory: ωB97M-V/def2-TZVPD.

Last column: Löwdin charge in e.
Atoms and positions in Å:
C  1.478419  -1.268671  -1.838896  -0.074
C  0.372565  -0.546245  -1.148500  -0.223
C  -0.678208  -1.265279  -0.354757  -0.170
N  0.393792  -0.823357  0.524469  0.020
C  0.239368  0.206059  1.462379  -0.343
N  -0.945514  0.185512  2.288372  0.055
C  0.282323  1.543657  0.384929  -0.497
N  -0.984613  2.027452  0.199948  0.146
O  1.325021  2.089184  0.087289  0.040
H  2.426352  -0.757570  -1.629330  0.085
H  1.558516  -2.305255  -1.501323  0.079
H  1.322623  -1.273717  -2.923539  0.079
H  0.034584  0.313806  -1.713136  0.121
H  -0.739828  -2.349755  -0.438326  0.107
H  -1.644069  -0.772121  -0.282478  0.095
H  1.142020  0.346324  2.058966  0.133
H  -1.726029  -0.329227  1.907198  0.069
H  -0.954043  0.948523  2.954566  0.094
H  -1.154528  2.507234  -0.673446  0.107
H  -1.748751  1.523446  0.635616  0.076

Atoms 1-3, force components in eV/Å:
C 0.4 -0.2 0.2
C -0.7 -1.9 2.2
C 0.5 -0.2 -0.1

Properties
HOMO energy in eV: -7.92
SMILES: C[C@H]1CN1[C@H](N)C(N)=O
Calculated total energy in eV: -11878.76408
Charge: 0

=====

# 3
2 unconnected molecules or ions with the total composition C14H19O. Source: the Open Molecules 2025 dataset; level of theory: ωB97M-V/def2-TZVPD.

Last column: Löwdin charge in e.
Atoms and positions in Å:
C  2.510864  0.559317  2.237538  0.015
O  1.181260  0.914304  1.816727  -0.044
C  0.257261  -0.002106  1.666907  0.005
C  -1.091348  0.327964  1.998132  -0.180
C  -2.024190  -0.725190  2.167249  0.013
C  -3.366742  -0.427017  2.358172  -0.033
C  -3.792658  0.910513  2.414058  -0.003
C  -2.854545  1.955167  2.341146  -0.031
C  -1.508419  1.681436  2.149964  0.030
H  3.036029  1.510949  2.334808  0.116
H  2.474367  0.042965  3.205199  0.115
H  2.995845  -0.081104  1.488715  0.094
H  0.571340  -1.044904  1.521189  0.171
H  -1.644510  -1.747817  2.135145  0.131
H  -4.095949  -1.232886  2.459199  0.124
H  -4.854403  1.142791  2.508853  0.127
H  -3.182775  2.993272  2.429004  0.125
H  -0.752674  2.466886  2.099333  0.134
C  2.910964  0.254834  -1.685710  -0.043
C  1.604359  -0.319139  -2.067149  -0.286
C  0.402218  -0.095672  -1.486608  -0.064
C  -0.736982  -0.640736  -2.307190  -0.181
C  -0.041670  -1.387844  -3.483712  -0.161
C  1.483129  -1.222539  -3.276577  -0.145
H  3.715369  -0.301849  -2.178411  0.088
H  3.002440  1.306463  -1.997691  0.099
H  3.075827  0.223079  -0.603727  0.049
H  0.215154  0.486936  -0.590153  0.076
H  -1.392084  -1.315758  -1.746257  0.097
H  -1.378460  0.152814  -2.715703  0.109
H  -0.319857  -2.444694  -3.502240  0.106
H  -0.329360  -0.939131  -4.438687  0.108
H  1.978139  -0.802196  -4.161152  0.120
H  1.952071  -2.199117  -3.090379  0.120

Atoms 1-3, force components in eV/Å:
C 0.8 -0.4 -0.2
O -1.7 -0.8 -0.2
C 0.7 0.9 2.0

Properties
HOMO energy in eV: -11.50
Calculated total energy in eV: -16865.25147
Charge: +1

=====

ΔE to the lowest compared entry with this formula, charge and spin (kJ/mol)
84.03; 290.12; 0.00